1.
{"formula": "C43H45BI2N7O2RuSSb", "method": "ωB97M-V/def2-TZVPD", "symbols": ["Ru", "C", "C", "N", "N", "C", "B", "N", "C", "C", "C", "N", "N", "C", "C", "C", "N", "H", "H", "H", "H", "H", "H", "H", "H", "H", "H", "C", "C", "C", "C", "C", "C", "C", "C", "C", "C", "O", "O", "H", "H", "H", "H", "H", "H", "H", "H", "H", "H", "H", "I", "I", "S", "C", "C", "N", "C", "H", "H", "H", "C", "C", "C", "C", "C", "C", "C", "Sb", "C", "C", "C", "C", "C", "C", "C", "C", "C", "C", "C", "C", "C", "C", "H", "H", "H", "H", "H", "H", "H", "H", "H", "H", "H", "H", "H", "H", "H", "H", "H", "H", "H", "H", "H"], "coordinates": [[-0.06, -1.42, 1.00], [0.20, -5.99, 0.63], [0.41, -4.74, 0.05], [0.08, -3.78, 0.91], [-0.32, -4.37, 2.04], [-0.26, -5.70, 1.90], [-0.73, -3.57, 3.28], [0.40, -2.61, 3.66], [1.14, -2.66, 4.77], [2.05, -1.61, 4.74], [1.78, -0.95, 3.54], [0.78, -1.56, 2.91], [-1.94, -2.69, 2.91], [-3.16, -2.69, 3.46], [-3.91, -1.71, 2.85], [-3.05, -1.12, 1.94], [-1.86, -1.73, 1.98], [0.38, -6.95, 0.20], [0.78, -4.51, -0.93], [-0.55, -6.35, 2.70], [-0.98, -4.30, 4.17], [0.99, -3.42, 5.50], [2.78, -1.36, 5.47], [2.27, -0.08, 3.15], [-3.43, -3.38, 4.24], [-4.93, -1.44, 3.04], [-3.25, -0.31, 1.27], [7.42, 0.63, -2.69], [6.04, 0.46, -2.14], [4.93, 0.44, -2.97], [3.64, 0.26, -2.49], [2.50, 0.25, -3.45], [3.46, 0.08, -1.11], [4.56, 0.14, -0.24], [4.39, 0.09, 1.24], [5.83, 0.32, -0.77], [2.08, -0.13, -0.56], [1.19, 0.67, -0.89], [1.85, -1.11, 0.21], [7.39, 0.98, -3.72], [7.94, -0.32, -2.66], [7.99, 1.34, -2.09], [5.08, 0.58, -4.03], [2.80, 0.72, -4.39], [1.65, 0.80, -3.05], [2.18, -0.77, -3.68], [3.85, 0.98, 1.58], [5.35, 0.06, 1.74], [3.81, -0.78, 1.53], [6.68, 0.35, -0.11], [3.51, -3.60, 1.15], [2.93, -5.68, 3.51], [-1.80, -4.02, -2.51], [-0.38, -3.18, -2.97], [-0.09, -2.20, -2.07], [-0.96, -2.12, -1.03], [-1.91, -3.00, -1.14], [0.16, -3.45, -3.85], [0.75, -1.53, -2.12], [-2.69, -3.13, -0.41], [-1.27, 1.21, -3.70], [-0.71, 2.45, -3.08], [-0.25, 3.49, -3.89], [0.24, 4.66, -3.33], [0.25, 4.82, -1.96], [-0.21, 3.80, -1.15], [-0.68, 2.62, -1.70], [-1.39, 1.06, -0.39], [-3.51, 1.11, -1.02], [-4.12, -0.12, -1.28], [-5.41, -0.19, -1.78], [-6.11, 0.99, -2.00], [-5.51, 2.20, -1.74], [-4.20, 2.29, -1.26], [-3.61, 3.65, -1.06], [-1.55, 2.11, 1.51], [-2.81, 2.41, 1.99], [-2.96, 3.14, 3.15], [-1.84, 3.57, 3.84], [-0.58, 3.22, 3.39], [-0.41, 2.47, 2.24], [0.95, 2.02, 1.81], [-0.92, 1.08, -4.72], [-2.36, 1.27, -3.73], [-0.99, 0.32, -3.12], [-0.27, 3.38, -4.96], [0.61, 5.44, -3.97], [0.62, 5.74, -1.52], [-0.23, 3.95, -0.07], [-3.58, -1.03, -1.08], [-5.86, -1.14, -1.98], [-7.12, 0.95, -2.38], [-6.05, 3.12, -1.93], [-4.38, 4.35, -0.73], [-3.21, 4.02, -2.00], [-2.81, 3.64, -0.33], [-3.70, 2.09, 1.45], [-3.95, 3.38, 3.51], [-1.94, 4.16, 4.74], [0.30, 3.53, 3.95], [1.69, 2.27, 2.56], [1.25, 2.48, 0.87], [0.93, 0.93, 1.66]], "lowdin_charge": [1.327, -0.051, -0.227, -0.046, -0.040, -0.118, -0.547, -0.021, -0.088, -0.021, -0.126, -0.077, -0.014, -0.031, -0.013, -0.130, -0.096, 0.106, 0.094, 0.121, 0.129, 0.121, 0.108, 0.091, 0.133, 0.107, 0.056, -0.042, -0.255, 0.001, -0.184, -0.023, -0.049, -0.204, -0.057, 0.001, -0.598, -0.127, -0.259, 0.078, 0.089, 0.084, 0.117, 0.086, 0.058, 0.083, 0.084, 0.088, -0.032, 0.121, 0.454, 0.091, 1.091, -0.355, -0.256, -0.152, -0.490, 0.079, 0.086, 0.083, -0.052, -0.316, -0.038, -0.066, -0.068, -0.124, -0.313, 1.659, -0.309, -0.152, -0.079, -0.067, -0.036, -0.301, -0.046, -0.314, -0.139, -0.069, -0.063, -0.034, -0.313, -0.071, 0.087, 0.087, 0.042, 0.115, 0.108, 0.108, 0.094, 0.056, 0.105, 0.110, 0.118, 0.092, 0.096, 0.042, 0.093, 0.108, 0.109, 0.114, 0.088, 0.079, 0.021], "gap_ev": [7.58, 5.27], "multiplicity": 6, "charge": 1, "e_above_lowest_kj_mol": 48.7}

---

2.
{"formula": "C17H19N3O3S", "method": "ωB97M-V/def2-TZVPD", "symbols": ["O", "C", "N", "C", "C", "C", "C", "C", "N", "C", "C", "C", "C", "C", "S", "O", "O", "N", "C", "C", "C", "C", "C", "C", "H", "H", "H", "H", "H", "H", "H", "H", "H", "H", "H", "H", "H", "H", "H", "H", "H", "H", "H"], "coordinates": [[0.57, 3.18, 1.06], [-0.20, 2.41, 0.55], [-0.86, 2.62, -0.64], [-0.75, 3.72, -1.49], [-1.61, 3.80, -2.59], [-1.49, 4.89, -3.43], [-0.53, 5.85, -3.15], [0.28, 5.66, -2.04], [0.18, 4.63, -1.23], [-0.55, 1.10, 1.18], [-0.56, 1.02, 2.57], [-0.88, -0.16, 3.22], [-1.18, -1.29, 2.47], [-1.13, -1.22, 1.09], [-1.46, -2.69, 0.10], [-1.91, -2.23, -1.18], [-2.31, -3.56, 0.87], [-0.03, -3.47, -0.14], [0.92, -2.90, -1.06], [1.99, -2.06, -0.35], [2.65, -2.90, 0.75], [1.59, -3.40, 1.72], [0.54, -4.21, 0.97], [-0.84, -0.04, 0.44], [-1.55, 1.94, -0.91], [-2.35, 3.03, -2.77], [-2.14, 4.99, -4.28], [-0.41, 6.71, -3.79], [1.05, 6.37, -1.78], [-0.31, 1.91, 3.13], [-0.90, -0.20, 4.29], [-1.45, -2.23, 2.94], [0.35, -2.31, -1.77], [1.41, -3.73, -1.59], [1.53, -1.18, 0.10], [2.73, -1.73, -1.08], [3.39, -2.30, 1.28], [3.17, -3.75, 0.30], [1.12, -2.55, 2.22], [2.05, -4.04, 2.49], [-0.30, -4.50, 1.61], [0.99, -5.12, 0.56], [-0.82, -0.06, -0.64]], "lowdin_charge": [0.106, -0.420, 0.148, -0.294, -0.014, -0.075, -0.074, -0.133, 0.136, -0.116, 0.004, -0.043, -0.061, -0.257, 0.670, -0.284, -0.277, -0.239, -0.190, -0.169, -0.195, -0.171, -0.190, -0.027, 0.135, 0.108, 0.106, 0.097, 0.108, 0.123, 0.111, 0.119, 0.111, 0.132, 0.099, 0.115, 0.112, 0.113, 0.097, 0.114, 0.112, 0.132, 0.118], "gap_ev": 9.18, "multiplicity": 1, "e_above_lowest_kj_mol": 101.0, "smiles": "O=C(Nc1ccccn1)c1cccc(S(=O)(=O)N2CCCCC2)c1"}

---

3.
{"formula": "C12H13ClN2", "method": "ωB97M-V/def2-TZVPD", "symbols": ["Cl", "C", "C", "C", "C", "C", "C", "N", "C", "C", "C", "C", "C", "C", "N", "H", "H", "H", "H", "H", "H", "H", "H", "H", "H", "H", "H", "H"], "coordinates": [[1.28, -0.92, 5.90], [1.00, -0.65, 4.12], [2.02, -0.60, 3.30], [1.80, -0.31, 1.93], [0.56, -0.30, 1.43], [0.24, 0.01, -0.02], [1.08, 0.17, -1.10], [0.51, 0.38, -2.38], [-0.17, -0.94, -2.58], [-1.37, -0.97, -1.52], [-1.14, 0.26, -0.56], [-1.33, 1.57, -1.27], [-0.33, 1.61, -2.50], [-0.49, -0.53, 2.41], [-0.28, -0.76, 3.73], [3.05, -0.65, 3.74], [2.66, 0.05, 1.30], [2.17, 0.02, -1.04], [0.54, -1.73, -2.36], [-0.60, -0.93, -3.61], [-1.41, -1.95, -1.00], [-2.31, -0.79, -1.90], [-2.01, 0.19, 0.19], [-1.06, 2.52, -0.63], [-2.38, 1.65, -1.54], [-0.87, 1.71, -3.46], [0.36, 2.45, -2.58], [-1.53, -0.58, 1.99]], "lowdin_charge": [0.577, -0.702, -0.118, -0.027, -0.149, -0.111, -0.077, -0.165, -0.120, -0.089, -0.309, -0.128, -0.127, -0.042, 0.065, 0.126, 0.140, 0.117, 0.110, 0.120, 0.119, 0.067, 0.143, 0.146, 0.100, 0.111, 0.106, 0.117], "gap_ev": 8.98, "multiplicity": 1, "e_above_lowest_kj_mol": 35.1, "smiles": "Clc1ccc(C2=CN3CCC2CC3)cn1"}

---

4.
{"formula": "C2H5BrN2O2", "method": "ωB97M-V/def2-TZVPD", "symbols": ["N", "C", "N", "Br", "C", "O", "O", "H", "H", "H", "H", "H"], "coordinates": [[-0.57, -0.25, 1.22], [-0.23, 0.13, -0.02], [0.19, -0.73, -0.99], [1.80, 1.28, 0.68], [-0.73, 1.46, -0.38], [-1.50, 2.03, 0.39], [-0.44, 1.91, -1.59], [-0.82, 0.64, 1.77], [-1.11, -0.97, 1.44], [0.48, -1.64, -0.78], [0.74, -0.39, -1.69], [-0.31, 2.88, -1.55]], "lowdin_charge": [0.108, -0.575, 0.173, 0.220, -0.640, 0.078, 0.090, 0.146, 0.060, 0.109, 0.076, 0.157], "gap_ev": 8.39, "multiplicity": 1, "e_above_lowest_kj_mol": 120.4, "smiles": "NC(N)(Br)C(=O)O"}

---

5.
{"formula": "C18H7BrCl5N3O7Tl", "method": "ωB97M-V/def2-TZVPD", "symbols": ["Tl", "Cl", "C", "C", "Cl", "C", "Cl", "C", "O", "C", "Cl", "C", "Cl", "O", "C", "O", "C", "C", "C", "C", "C", "C", "N", "O", "O", "N", "O", "O", "H", "H", "H", "Br", "C", "C", "C", "C", "N", "C", "H", "H", "H", "H"], "coordinates": [[0.26, -0.55, 3.14], [-6.23, -1.08, -1.90], [-4.77, -1.16, -1.12], [-4.43, -0.11, -0.21], [-5.51, 1.18, 0.04], [-3.21, -0.14, 0.40], [-2.66, 1.07, 1.41], [-2.27, -1.29, 0.17], [-1.21, -1.33, 0.72], [-2.70, -2.36, -0.79], [-1.60, -3.58, -1.07], [-3.91, -2.28, -1.41], [-4.40, -3.46, -2.53], [3.79, -1.00, 0.79], [2.62, -0.72, 0.61], [1.80, -0.24, 1.49], [2.04, -0.97, -0.78], [2.81, -1.71, -1.67], [2.32, -2.01, -2.92], [1.06, -1.61, -3.34], [0.32, -0.87, -2.44], [0.80, -0.52, -1.18], [-1.04, -0.52, -2.82], [-1.44, -0.79, -3.92], [-1.76, 0.02, -1.96], [3.14, -2.81, -3.86], [2.66, -3.05, -4.95], [4.23, -3.16, -3.47], [3.79, -2.05, -1.36], [0.69, -1.88, -4.32], [0.22, 0.11, -0.52], [0.68, 4.73, 6.38], [1.03, 3.93, 4.71], [1.79, 4.58, 3.75], [2.01, 3.95, 2.54], [1.46, 2.69, 2.34], [0.73, 2.07, 3.26], [0.52, 2.68, 4.43], [2.20, 5.56, 3.95], [2.60, 4.41, 1.77], [1.64, 2.13, 1.43], [-0.08, 2.15, 5.16]], "lowdin_charge": [0.948, 0.923, -0.599, -0.699, 0.794, -0.579, 0.889, -0.417, -0.007, -0.587, 0.940, -0.701, 0.797, 0.089, -0.607, -0.315, -0.068, 0.104, -0.094, 0.088, -0.129, 0.058, -0.307, 0.136, 0.033, -0.347, 0.094, 0.115, 0.142, 0.137, 0.118, 0.791, -0.675, -0.086, -0.029, -0.127, -0.053, -0.202, 0.115, 0.117, 0.100, 0.100], "gap_ev": 4.13, "multiplicity": 1, "charge": 1, "e_above_lowest_kj_mol": 0.0}

---

6.
{"formula": "C2H3F3O4", "method": "ωB97M-V/def2-TZVPD", "symbols": ["O", "C", "O", "C", "F", "F", "F", "H", "O", "O", "H", "H"], "coordinates": [[0.15, -0.84, -0.62], [0.75, 0.01, -0.07], [0.25, 1.04, 0.60], [2.36, 0.12, -0.05], [2.59, 0.16, 1.29], [3.09, -0.93, -0.52], [2.84, 1.25, -0.54], [-0.68, 1.19, 0.52], [-2.63, 0.22, -0.12], [-2.96, -1.17, -0.10], [-2.58, 0.35, -1.14], [-3.17, -1.40, 0.75]], "lowdin_charge": [0.170, -0.416, 0.161, -0.493, 0.120, 0.146, 0.177, 0.096, -0.109, -0.038, 0.153, 0.035], "gap_ev": 10.89, "multiplicity": 1, "e_above_lowest_kj_mol": 0.0, "smiles": "O=C(O)C(F)(F)F.OO"}